1.
The following is a quantum chemistry calculation of 2 unconnected molecules or ions with the total composition C4H10N2O3, from OMol25.

The value obtained for the HOMO energy is -7.16 eV. For the HOMO-LUMO gap, the calculation gives 0.28906 Ha.

XYZ file:
```
19
Properties=species:S:1:pos:R:3:forces:R:3
C 0.48437 -0.58413 -0.88899 -1.812 -0.828 -1.311
C 1.20171 0.33671 1.83937 0.074 0.307 -0.440
N 0.70428 0.89541 0.59108 0.070 0.877 0.049
C -0.72389 -1.19985 -0.51632 0.772 0.749 -0.180
N -1.86781 0.83486 -0.83489 -0.048 -0.194 -0.757
C -1.90635 -0.43074 -0.50790 0.131 -0.014 -0.007
O 1.63655 1.83678 0.06160 -0.347 -0.180 0.336
O 0.51440 0.30341 -1.92797 0.279 0.062 0.847
O -0.73672 -2.41799 0.14706 0.184 -0.359 0.498
H 1.60034 1.65100 -0.89625 -0.075 -0.044 0.205
H -0.37824 0.73865 -1.91334 -0.027 -0.036 0.151
H -0.10740 -3.02463 -0.25688 -0.214 0.101 -0.098
H 1.40112 -1.16362 -0.83111 0.171 0.254 0.343
H -0.22458 1.37219 0.67227 1.115 -0.561 -0.089
H -2.77980 1.25072 -0.98288 -0.084 -0.098 0.411
H -2.80685 -0.94243 -0.15804 -0.095 0.048 -0.168
H 1.45904 1.10950 2.56654 -0.096 -0.026 0.060
H 0.43194 -0.32751 2.22752 -0.015 -0.004 0.061
H 2.09791 -0.23832 1.60911 0.019 -0.054 0.088
```
Positions in Å, forces in eV/Å.

=====

2.
The following is a quantum chemistry calculation of 2 unconnected molecules or ions with the total composition C4H11N2O, from OMol25.

The value obtained for the HOMO energy is -14.49 eV. For the HOMO-LUMO gap, the calculation gives 0.41133 Ha. Its charge is +1.

XYZ file:
```
18
Properties=species:S:1:pos:R:3:forces:R:3
C 2.01971 -0.62254 0.89475 -1.889 -0.564 0.390
C 1.32352 0.22827 -0.06688 -0.919 0.388 1.766
C -1.69888 0.96730 -0.26163 0.465 -3.316 -0.069
C -1.05025 -1.37681 -0.15519 -1.703 -0.342 -0.313
N 1.42822 1.47556 -0.54697 -0.260 0.103 0.398
N -0.73414 -0.03792 0.33745 -0.115 -0.454 1.509
O 1.84483 -0.88060 -0.54513 0.452 0.884 -1.108
H 2.93772 -0.24762 1.32277 0.481 -0.425 -0.410
H 1.45214 -1.45277 1.36819 0.553 1.176 0.391
H -1.38709 0.93401 -1.29147 -0.127 0.830 -0.565
H -2.74903 0.56536 -0.24070 0.978 0.634 0.369
H -1.52627 1.84711 0.26163 -0.210 1.906 0.443
H -0.45529 -2.10110 0.36079 0.305 -0.517 0.324
H -2.16823 -1.62411 0.03988 1.861 0.314 -0.539
H -0.78997 -1.44863 -1.22632 -0.423 0.041 0.420
H 1.04853 2.33846 -0.13365 0.348 -1.142 0.511
H 1.30744 1.52427 -1.52132 0.167 0.024 -1.611
H -0.80296 -0.08821 1.40380 0.036 0.460 -1.907
```
Positions in Å, forces in eV/Å.

=====

3.
The following is a quantum chemistry calculation of a molecular structure, C37H43BrCrN11O3S2, from OMol25.

The value obtained for the HOMO energy (alpha / beta) is -12.40 / -12.40 eV. The spin multiplicity is 4. For the HOMO-LUMO gap (alpha / beta), the calculation gives 0.26396 / 0.26550 Ha. Its expectation value of S² is 3.782. Its charge is +2.

XYZ file:
```
98
Properties=species:S:1:pos:R:3:forces:R:3
Cr -0.30609 -0.05702 0.17107 -0.252 -0.135 0.112
C 4.08410 -0.46036 2.10449 0.030 0.132 -0.039
N 2.93976 -0.95720 2.86218 0.010 -0.068 0.023
C 3.17571 -1.52526 4.18780 -0.017 -0.107 0.032
C 1.71630 -0.88841 2.31575 -0.021 0.092 0.021
N 1.44653 -0.29165 1.19852 -0.111 0.008 -0.335
N 0.70065 -1.50967 3.03051 0.082 -0.003 0.094
C -0.53396 -1.89949 2.56070 -0.155 0.035 -0.011
N -1.13558 -2.84829 3.30321 0.033 0.075 0.018
N -1.07776 -1.38224 1.50720 0.193 0.191 0.035
H 4.99308 -0.86532 2.53696 -0.005 -0.012 0.025
H 4.14698 0.63028 2.13082 -0.040 -0.007 -0.007
H 4.04019 -0.79846 1.06779 0.007 -0.031 0.021
H 4.18126 -1.26790 4.50237 0.011 0.024 -0.021
H 3.09944 -2.61633 4.18389 -0.014 0.021 0.004
H 2.50080 -1.10143 4.93416 0.014 0.025 -0.016
H 2.26605 0.06427 0.72285 -0.022 -0.032 0.015
H 0.97546 -1.91235 3.90942 -0.009 -0.044 0.013
H -0.70315 -3.25581 4.11278 0.028 -0.047 -0.021
H -2.04439 -3.19450 3.04972 -0.030 0.044 0.020
H -1.96032 -1.82231 1.28075 -0.021 0.027 -0.124
C 2.82693 -0.93177 -2.78127 0.000 -0.120 -0.040
O 1.97925 0.02701 -2.15701 -0.101 -0.138 0.094
C 2.18466 1.32352 -2.49256 -0.066 0.037 0.153
C 3.15366 1.76326 -3.37773 0.032 0.103 -0.040
C 3.33994 3.12990 -3.55622 0.074 0.033 -0.072
Br 4.66544 3.72588 -4.76458 -0.102 -0.067 0.107
C 2.58815 4.04898 -2.86279 -0.151 0.079 0.042
C 1.58341 3.61204 -1.99301 0.075 -0.110 -0.263
C 1.37635 2.25113 -1.83375 0.073 0.115 0.110
O 0.41166 1.80202 -0.92614 0.245 -0.693 -0.316
C 0.85632 4.62829 -1.22008 0.149 0.514 0.053
N 1.43730 5.70843 -0.79038 0.190 -0.206 -0.040
C 0.47654 6.41040 -0.08725 -0.415 -0.095 -0.103
C 0.55841 7.65260 0.53932 0.006 -0.070 -0.016
C -0.58662 8.14219 1.13520 0.107 0.032 0.050
C -1.78545 7.41501 1.12881 -0.056 -0.010 0.044
C -1.88350 6.18295 0.51127 -0.091 -0.148 -0.038
C -0.73537 5.70181 -0.10221 0.324 0.329 0.176
N -0.46760 4.54058 -0.81242 -0.188 -0.327 0.038
H 2.68851 -0.93205 -3.86416 -0.009 0.008 0.023
H 2.54074 -1.89856 -2.38190 -0.081 -0.053 0.051
H 3.87665 -0.73841 -2.54838 -0.012 0.024 -0.003
H 3.77687 1.06926 -3.92057 -0.023 -0.007 0.022
H 2.74984 5.11050 -2.96822 0.025 0.033 -0.031
H 0.09058 2.59603 -0.47154 -0.207 0.020 0.296
H 1.48654 8.20740 0.53083 -0.009 0.029 0.015
H -0.56636 9.11432 1.60905 0.001 -0.014 0.026
H -2.65591 7.83653 1.61380 -0.013 -0.001 -0.025
H -2.81319 5.62670 0.49832 -0.018 0.047 0.003
H -1.19862 4.00744 -1.25643 0.085 -0.038 -0.231
C -3.44258 0.97251 -4.43372 -0.050 -0.130 0.061
C -4.11612 0.00204 -3.46576 0.058 0.293 -0.137
N -3.30177 -1.18406 -3.19809 0.225 -0.043 0.198
C -3.47650 -2.34837 -4.08247 0.198 -0.180 -0.194
C -2.38213 -2.47945 -5.13828 -0.108 0.089 0.089
C -2.37932 -1.22171 -2.24118 -0.060 0.218 0.065
S -2.21025 0.20545 -1.23504 0.050 0.153 0.285
N -1.69714 -2.35094 -2.10516 0.049 -0.543 -0.087
C -0.58236 -2.55493 -1.42996 -0.603 0.226 -0.377
O 0.09111 -1.68620 -0.79289 0.523 0.361 -0.116
C -0.05097 -3.93631 -1.45263 0.277 -0.048 0.145
C 1.05031 -4.24992 -0.65235 -0.093 0.053 -0.005
C 1.57570 -5.52961 -0.65761 0.036 0.014 0.002
C 1.00693 -6.50662 -1.46507 0.007 0.021 0.029
C -0.08471 -6.19953 -2.26613 0.023 -0.065 -0.032
C -0.61353 -4.92047 -2.26374 -0.038 0.078 0.037
H -4.05005 1.87158 -4.53124 0.002 0.005 -0.014
H -3.33438 0.52949 -5.42268 0.025 0.020 -0.006
H -2.45669 1.25563 -4.06417 0.004 0.026 -0.025
H -5.06396 -0.33890 -3.87773 -0.012 -0.051 0.072
H -4.31947 0.50516 -2.52273 -0.085 -0.068 -0.002
H -4.44546 -2.24165 -4.56558 -0.037 0.035 0.087
H -3.49405 -3.23949 -3.45780 -0.070 0.015 0.001
H -2.35878 -1.60849 -5.79217 0.020 -0.010 -0.015
H -2.57708 -3.35796 -5.75302 0.008 0.005 0.000
H -1.40785 -2.59372 -4.66689 0.027 -0.016 -0.020
H 1.47926 -3.47399 -0.03024 0.041 -0.021 -0.020
H 2.43409 -5.76601 -0.04273 -0.015 -0.022 0.008
H 1.41840 -7.50712 -1.46844 -0.007 -0.003 -0.025
H -0.51723 -6.96068 -2.90129 -0.015 0.004 0.009
H -1.46076 -4.67131 -2.88606 0.002 0.002 -0.013
N -3.16702 0.78741 1.79337 0.099 -0.021 -0.117
C -2.14146 1.63843 1.99667 0.143 0.320 0.211
N -0.92905 1.54004 1.47366 -0.268 -0.285 -0.096
C -0.10721 2.58731 1.94567 0.121 0.289 0.239
C 1.23318 2.82185 1.63275 -0.022 -0.038 0.055
C 1.86299 3.94883 2.13246 0.015 -0.055 -0.032
C 1.19248 4.84461 2.95899 -0.016 0.096 0.073
C -0.12121 4.61118 3.31861 -0.074 -0.022 0.016
C -0.74784 3.48503 2.80756 0.007 -0.187 -0.136
S -2.39233 2.97976 3.07461 0.090 -0.073 -0.147
H -3.16415 0.27043 0.92042 -0.057 0.009 0.003
H -4.07249 1.09030 2.11641 -0.022 -0.047 -0.021
H 1.77578 2.14326 0.99568 0.038 0.082 0.001
H 2.89277 4.14091 1.86064 -0.021 0.007 -0.012
H 1.69853 5.73113 3.31590 -0.011 -0.017 0.019
H -0.66068 5.29183 3.96345 0.047 0.031 -0.001
```
Positions in Å, forces in eV/Å.